Record 1
The following is a quantum chemistry calculation of a 2-piece molecular cluster, C8H10N2 overall, from the OMol25 dataset.

Multiplicity: 1
HOMO (eV): -8.28
DFT total energy (eV): -11437.252
Orbital gap (Eh): 0.341
Structure (SMILES): c1cc[nH]c1.c1cc[nH]c1
Largest force on an atom (eV Å⁻¹): 2.61

```
20
Properties=species:S:1:pos:R:3:mulliken_charge:R:1
C 1.557 2.220 -1.583 -0.31
C 0.254 2.287 -1.000 -0.23
C 1.575 2.978 -2.688 -0.57
C -0.490 3.070 -1.881 -0.49
N 0.311 3.429 -2.937 -0.02
H 2.372 1.718 -1.061 0.36
H -0.143 1.828 -0.095 0.35
H 2.440 3.256 -3.290 0.35
H -1.526 3.408 -1.868 0.33
H -0.093 4.118 -3.575 0.24
C 0.564 -2.931 1.757 -0.67
C -0.326 -1.824 1.431 -0.04
C -0.166 -3.857 2.424 -0.32
C -1.590 -2.164 1.851 -0.52
N -1.500 -3.441 2.384 -0.05
H 1.644 -2.967 1.620 0.35
H -0.101 -0.820 1.070 0.37
H -0.005 -4.827 2.894 0.35
H -2.474 -1.530 1.785 0.33
H -2.303 -3.951 2.760 0.20
```

---

Record 2
The following is a quantum chemistry calculation of a 2-piece molecular cluster, CH5BrN overall, from the OMol25 dataset.

Total charge: +1
Multiplicity: 1
HOMO (alpha / beta) (eV): -15.52 / -15.52
DFT total energy (eV): -72640.813
Orbital gap (alpha / beta) (Eh): 0.316 / 0.316
Largest force on an atom (eV Å⁻¹): 4.30

```
8
Properties=species:S:1:pos:R:3:mulliken_charge:R:1
C -1.059 0.140 -0.798 -0.13
N 1.040 -0.215 0.597 -0.69
Br -2.071 0.391 0.552 0.27
H -0.802 1.020 -1.545 0.35
H -0.873 -0.944 -1.093 0.30
H 1.604 0.599 0.228 0.31
H 0.592 0.117 1.453 0.31
H 1.568 -1.109 0.607 0.28
```

---

Record 3
The following is a quantum chemistry calculation of an isolated ion of composition C3H10NS and charge +1, from the OMol25 dataset.

Total charge: +1
Multiplicity: 1
HOMO (eV): -14.42
DFT total energy (eV): -15589.728
Orbital gap (Eh): 0.385
Largest force on an atom (eV Å⁻¹): 2.91

```
15
Properties=species:S:1:pos:R:3:mulliken_charge:R:1
C -0.994 0.424 0.940 -0.40
N -1.623 0.069 -0.409 -0.50
H -1.240 1.455 1.304 0.36
H -1.129 -0.356 1.630 0.44
H -1.541 0.807 -1.138 0.20
H -2.642 -0.255 -0.261 0.27
C 0.879 1.232 -0.730 -0.86
S 0.927 0.166 0.812 0.27
C 1.128 -1.654 0.311 -0.87
H 1.502 0.673 -1.500 0.37
H 1.251 2.165 -0.325 0.36
H -0.051 1.432 -1.337 0.30
H 0.711 -2.352 1.088 0.36
H 0.662 -1.726 -0.693 0.35
H 2.160 -2.079 0.309 0.37
```

---

Repeat the second record exactly.
The following is a quantum chemistry calculation of a 2-piece molecular cluster, CH5BrN overall, from the OMol25 dataset.

Total charge: +1
Multiplicity: 1
HOMO (alpha / beta) (eV): -15.52 / -15.52
DFT total energy (eV): -72640.813
Orbital gap (alpha / beta) (Eh): 0.316 / 0.316
Largest force on an atom (eV Å⁻¹): 4.30

```
8
Properties=species:S:1:pos:R:3:mulliken_charge:R:1
C -1.059 0.140 -0.798 -0.13
N 1.040 -0.215 0.597 -0.69
Br -2.071 0.391 0.552 0.27
H -0.802 1.020 -1.545 0.35
H -0.873 -0.944 -1.093 0.30
H 1.604 0.599 0.228 0.31
H 0.592 0.117 1.453 0.31
H 1.568 -1.109 0.607 0.28
```